DFT (ωB97M-V/def2-TZVPD) results for a 13-piece molecular cluster, C37H100O35S13 overall in a non-equilibrium geometry.

Calculated values
LUMO: -0.0056 Eh
calculated total energy: -252503.21575 eV
frontier orbital gap: 8.5 eV
ΔE to the lowest compared entry with this formula, charge and spin: 0.0 kcal per mole

Last column: Mulliken charge in e.
Cartesian coordinates (Å):
O 13.334821 15.692321 18.817724  -0.7263
S 14.310629 16.540948 19.465266  1.1133
O 14.157695 17.970219 19.342906  -0.1849
O 14.260331 16.185910 20.949687  -0.2516
C 15.057568 16.858326 21.960584  0.0764
C 16.188396 15.874974 22.375346  -1.0648
C 15.859183 16.111602 18.927851  -0.8031
H 14.324996 16.937366 22.781793  0.3118
H 15.306809 17.844228 21.620466  -0.0691
H 16.684951 15.390585 21.535398  0.2872
H 15.751575 15.074542 22.978855  0.3259
H 16.963050 16.423087 22.921758  0.3509
H 15.892646 16.727529 18.020695  0.0031
H 15.955241 15.047368 18.790058  0.4347
H 16.618672 16.545842 19.595063  0.2732
O 9.837941 21.978188 15.225748  -0.3829
S 9.994718 23.422108 15.443640  1.3528
O 10.380947 23.920005 16.725052  -0.6278
O 10.950830 23.883050 14.344077  -0.4950
C 12.289330 23.270306 14.374270  1.3183
C 13.109767 23.758286 13.217806  -1.5236
C 8.525850 24.274716 15.002681  -1.2853
H 12.127003 22.187016 14.385623  -0.2426
H 12.682346 23.493525 15.398771  -0.1151
H 13.476616 24.805685 13.153433  0.2613
H 12.613593 23.657195 12.233530  0.3929
H 14.023701 23.131661 13.144379  0.2525
H 8.172072 23.784508 14.113521  0.4001
H 8.876004 25.205170 14.534991  0.4066
H 7.845373 24.333102 15.847122  0.3356
O 10.830841 13.939501 12.415677  -0.4735
S 11.183223 12.603965 12.742055  1.0219
O 12.120930 12.453584 13.804390  -0.5325
O 9.898772 11.773396 13.008906  -0.1722
C 10.047231 10.575032 13.873875  -0.2110
C 8.637766 9.923021 14.003745  -1.2698
C 11.849029 11.771050 11.275318  -1.1597
H 10.560786 10.898470 14.736114  0.3654
H 10.796459 9.878056 13.444773  0.4120
H 8.015930 10.369074 14.778611  0.2799
H 8.723433 8.889631 14.096963  0.4175
H 8.089030 10.087812 13.049437  0.2873
H 12.021855 10.756227 11.552545  0.4025
H 12.821908 12.182339 10.980863  0.3838
H 11.064961 11.806699 10.464912  0.3133
O 18.316489 11.292975 13.076972  -0.6316
S 17.784530 12.309627 12.203882  1.1086
O 16.941011 11.837074 11.166220  -0.5961
O 17.052581 13.436661 13.081627  -0.1191
C 15.752943 12.874393 13.573108  -0.3511
C 15.756235 12.962259 15.095954  -1.1742
C 19.062095 13.342909 11.444966  -0.8834
H 15.861565 11.778068 13.343664  0.4293
H 14.903932 13.232307 12.975222  0.2097
H 14.867941 12.511062 15.512624  0.3750
H 15.793647 13.915440 15.566904  0.2918
H 16.665795 12.383439 15.424687  0.3164
H 18.501083 13.996421 10.747944  0.2767
H 19.613354 12.618080 10.837597  0.4057
H 19.577274 13.866126 12.282121  0.2959
O 11.631383 20.524326 21.463577  -0.5942
S 10.684247 21.439027 20.894507  1.2950
O 9.319370 21.083020 20.783943  -0.6588
O 10.810808 22.817519 21.655702  -0.2943
C 9.889354 23.989290 21.364570  -0.1087
C 8.844801 24.051981 22.444136  -1.2407
C 11.277854 22.006242 19.283894  0.1474
H 9.497411 23.965509 20.388636  0.2563
H 10.574599 24.830099 21.429578  0.3217
H 8.192231 24.905375 22.324192  0.4023
H 9.319398 24.105287 23.413180  0.3136
H 8.152896 23.202948 22.436383  0.2709
H 12.050782 22.749333 19.468140  0.7917
H 10.424838 22.493310 18.792081  0.2436
H 11.616127 21.163483 18.751040  -1.0973
O 20.776902 19.051492 14.422378  -0.6256
S 19.984653 18.831736 13.227222  1.1800
O 20.115436 17.660631 12.482098  -0.5974
O 18.399446 19.028123 13.582883  -0.1053
C 17.412037 18.890581 12.528181  -0.5198
C 16.782720 17.513493 12.656236  -0.4379
C 20.246689 20.280122 12.164436  -0.7750
H 17.880170 18.989160 11.568027  0.5516
H 16.618082 19.615096 12.679020  0.1721
H 16.100888 17.349852 11.840077  0.0088
H 16.192363 17.275008 13.578033  -0.1722
H 17.649468 16.807671 12.551988  0.3471
H 20.148589 21.290300 12.628795  0.2895
H 19.370668 20.161298 11.530867  0.2210
H 21.089102 20.221583 11.513523  0.3912
O 8.690585 18.408071 10.242792  -0.6363
S 9.244806 17.174950 10.701122  1.2627
O 10.310259 16.529847 9.982212  -0.6218
O 9.875138 17.512177 12.153874  -0.0517
C 9.259028 18.490753 13.033627  -0.3265
C 10.013648 19.731850 12.981073  -0.5983
C 7.979250 15.958895 11.132631  -0.7998
H 9.317726 18.105748 14.082749  -0.5471
H 8.230238 18.545203 12.670896  0.9519
H 10.203887 20.000386 11.926094  0.3957
H 10.961501 19.433446 13.442588  -0.2792
H 9.606990 20.570645 13.509654  0.3796
H 7.690971 15.488518 10.214621  0.4908
H 7.164744 16.625107 11.505850  0.3297
H 8.383518 15.263953 11.796185  0.0227
O 14.264712 24.504425 19.148980  -0.8150
S 14.532052 24.147743 17.768438  1.4677
O 14.250591 22.862485 17.274722  -0.3618
O 13.860962 25.087041 16.768752  -0.0440
C 13.325676 26.403011 17.176943  -0.3059
C 12.912741 27.122347 15.833303  -0.9328
C 16.260331 24.460523 17.583446  -1.4336
H 14.128301 26.892122 17.773777  0.3903
H 12.505588 26.184064 17.802816  0.2281
H 12.131715 26.486307 15.413914  0.1012
H 13.707542 27.318613 15.130927  0.3245
H 12.423082 28.079419 16.099164  0.3883
H 16.815611 23.829436 18.225844  0.4046
H 16.545943 25.487089 17.847657  0.3727
H 16.449009 24.126043 16.630362  0.4489
O 15.232905 18.871173 16.240650  -0.6588
S 14.134250 19.563160 15.555679  1.0829
O 14.483529 20.599578 14.595671  -0.5751
O 13.326258 18.487261 14.745013  0.5097
C 13.025809 17.138610 15.419148  1.0097
C 12.470089 16.293620 14.276238  -0.6080
C 12.945608 20.014561 16.741138  0.2630
H 12.343001 17.384015 16.256277  -0.6692
H 14.038689 16.852401 15.845461  0.0511
H 11.547657 16.682376 13.880450  -0.3777
H 12.225167 15.274762 14.621262  0.0501
H 13.254743 16.228769 13.484655  0.3465
H 13.394918 20.805761 17.353775  -0.1016
H 12.626751 19.199079 17.363229  -0.4206
H 12.057444 20.316682 16.161342  -0.0938
O 17.471155 19.729351 21.270973  -0.7369
S 17.289061 20.634932 20.145026  1.3051
O 17.962779 21.856489 19.985030  -0.6193
O 17.544580 19.722674 18.927137  -0.2635
C 17.613751 20.470808 17.669499  0.9772
C 19.068572 20.835294 17.390203  -1.4554
C 15.492522 21.002750 19.921817  0.1922
H 16.892183 21.304137 17.731134  -0.2158
H 17.186131 19.775207 16.969701  -0.1065
H 19.057369 21.331521 16.416574  0.3478
H 19.705097 19.927632 17.270503  0.2960
H 19.462172 21.439213 18.175722  0.4309
H 15.253560 21.534505 18.975486  -0.4643
H 15.132091 21.550148 20.770918  0.6164
H 15.117238 19.984825 19.901810  -0.3283
O 10.225359 18.443581 16.328337  -0.0322
S 8.975372 18.181359 16.998821  1.1923
O 7.950530 17.377342 16.446662  -0.8241
O 9.255658 17.578308 18.449835  -0.5176
C 10.461399 17.964366 19.234199  2.1288
C 10.413663 17.281593 20.545350  -1.6985
C 8.315715 19.854027 17.443904  -0.7184
H 10.388651 19.021166 19.499826  -0.7701
H 11.224195 17.698203 18.560392  -0.4590
H 9.445690 17.397511 21.003376  0.4591
H 11.200085 17.757063 21.244562  0.2095
H 10.618298 16.217498 20.482391  0.3790
H 7.434693 19.850399 18.123088  0.4189
H 8.032257 20.265595 16.465005  0.3350
H 9.132156 20.446492 17.850314  -0.0866
C 8.815048 14.518555 15.081841  -0.0227
S 8.753045 13.577552 16.658074  0.2830
O 8.854124 12.113963 16.275988  -0.5811
C 10.455547 14.059949 17.227445  -0.2435
H 9.758859 14.172226 14.630982  -0.4009
H 8.755154 15.586210 15.335370  -0.0233
H 7.965206 14.203756 14.562437  0.6232
H 11.111932 13.963972 16.328161  -0.1141
H 10.751953 13.494424 18.131528  0.4821
H 10.404366 15.186744 17.450328  -0.0560
C 13.292973 18.548806 8.653910  -1.0086
S 14.377386 18.087249 10.058443  0.4407
O 15.481189 19.109452 10.131717  -0.6281
C 13.222363 18.508310 11.433383  0.8599
H 12.477890 17.832971 8.729687  0.3309
H 13.893555 18.374375 7.784780  0.4251
H 12.970299 19.566532 8.844905  0.3000
H 12.472105 17.703440 11.436298  -0.1616
H 12.651464 19.521677 11.377613  0.2450
H 13.739580 18.368767 12.349055  -0.8747

Atomic forces in eV per Å
O 0.6 0.5 0.4
S -2.4 0.7 -0.8
O 0.1 -0.2 -0.1
O -0.4 -0.9 1.1
C -0.3 -1.5 0.8
C -0.3 0.9 0.0
C 1.4 1.0 -0.5
H 0.5 0.2 -0.2
H 0.6 0.4 -0.2
H -0.1 0.2 -0.2
H 0.2 0.2 0.1
H -0.2 -0.2 0.1
H 0.4 -0.6 -0.3
H 0.1 -0.2 -0.1
H -0.2 -0.3 -0.1
O -0.1 1.6 1.1
S -1.2 -2.5 0.1
O 0.5 0.0 0.6
O 0.7 1.2 -1.1
C 0.2 -0.1 1.5
C 1.0 0.1 -1.4
C 0.9 0.4 -1.4
H 0.2 0.2 -0.5
H 0.1 0.1 -1.1
H -0.5 -0.4 1.0
H -0.2 -0.4 0.6
H -0.5 0.2 0.2
H -0.8 -0.7 0.0
H -0.3 0.3 1.0
H 0.1 0.1 -0.2
O -0.9 0.5 -0.5
S 1.5 -0.2 -1.3
O 0.5 -0.5 0.7
O -0.3 -0.5 0.3
C -0.6 -1.0 -1.0
C 0.3 2.5 -1.2
C -1.1 0.7 -0.3
H -0.3 0.5 1.4
H -0.7 0.3 -0.5
H 0.4 0.0 0.2
H 0.2 -1.8 0.5
H 0.5 -0.1 0.4
H 0.0 -0.8 0.3
H -0.5 0.3 0.1
H 1.0 0.2 0.8
O 0.1 0.7 -0.1
S 1.4 0.5 0.6
O -1.0 -0.1 -1.0
O -0.8 -0.5 -0.4
C 1.0 -1.5 0.2
C 0.9 -1.1 -0.2
C -1.2 -0.3 0.6
H -0.7 0.9 0.3
H 0.4 0.4 0.5
H -0.3 -0.5 -0.1
H 0.2 1.2 -0.2
H -1.0 0.5 -0.1
H 0.5 -0.1 0.6
H 0.4 0.3 0.4
H 0.0 -0.4 -1.0
O -0.4 0.5 0.0
S 1.8 1.3 -1.0
O -1.4 -0.6 -0.1
O -0.6 0.7 0.2
C 1.2 -0.8 1.7
C -0.5 -0.5 0.0
C -1.1 0.8 1.2
H -0.5 -0.5 -1.3
H 0.1 0.0 0.0
H 0.1 0.5 -0.1
H 0.1 0.0 0.3
H 0.4 -0.1 -0.1
H 0.2 -0.2 -0.1
H 0.3 -0.2 0.0
H 0.5 -0.9 -0.7
O -1.4 -0.6 -0.9
S -0.2 4.0 2.3
O 0.3 -2.2 -1.6
O 1.7 0.5 0.4
C -1.0 -1.1 0.9
C 0.9 -1.1 0.2
C -1.8 0.1 0.1
H 0.0 0.1 -0.5
H 0.4 0.6 0.0
H -0.1 -0.1 -0.5
H 0.8 0.7 -0.4
H -1.1 0.2 0.2
H 0.3 -1.2 0.2
H 0.0 0.4 -0.4
H 0.9 -0.4 0.0
O -0.7 -0.1 -0.6
S 1.5 -0.3 1.5
O -0.7 0.3 0.2
O 0.4 -1.0 -0.4
C -1.7 -1.5 0.3
C 1.8 0.5 -1.1
C -0.6 2.9 -1.0
H -0.3 -0.2 -1.1
H -0.1 0.4 0.5
H -0.1 0.1 0.5
H 0.3 0.7 -0.1
H -0.4 0.2 0.4
H -0.3 -0.2 -0.5
H 0.4 -1.0 0.0
H 0.6 -1.0 1.3
O -0.8 -0.2 -1.1
S 2.0 1.2 3.2
O -0.4 -1.9 -0.5
O -0.9 1.4 -0.9
C 1.8 0.6 -1.6
C -0.8 -0.3 2.2
C -0.9 1.0 1.1
H -0.6 0.0 -0.5
H -1.1 0.0 0.6
H 0.2 0.1 -0.4
H 0.3 -0.2 0.0
H 0.3 -0.4 -0.1
H 0.2 -0.9 1.0
H -0.4 -0.2 -0.5
H 0.9 -0.1 -2.5
O -1.2 1.0 -0.6
S 2.2 -1.5 -0.4
O -0.9 -0.8 1.3
O -0.3 -0.8 0.1
C 1.2 1.2 0.0
C 1.0 -0.5 0.6
C -0.5 1.4 -0.2
H 0.2 -0.5 -0.7
H -1.4 -0.1 -0.6
H -0.2 0.4 -0.2
H 0.3 0.3 0.0
H -0.8 -0.1 0.5
H -0.4 -0.1 -0.3
H 0.4 -0.6 0.2
H 0.3 0.4 0.3
O -0.2 1.4 -0.9
S -3.0 -1.9 1.5
O 1.5 1.8 0.4
O 0.2 -0.2 -0.8
C 0.3 -0.4 0.0
C -0.7 -1.1 -1.0
C 1.2 -0.9 -0.4
H 0.7 -0.1 -0.1
H 0.1 -0.2 -0.5
H 0.3 0.2 0.1
H -0.6 0.5 0.1
H 0.3 0.6 0.3
H 0.5 -0.4 0.7
H -0.1 0.2 0.4
H -0.6 0.1 0.0
O -0.4 -0.6 -0.1
S 0.4 2.6 2.9
O -0.3 -0.5 -0.6
O -0.3 -0.1 -0.3
C -1.7 0.8 -0.2
C 1.5 -0.4 1.4
C -0.4 -0.8 -0.7
H 0.1 0.2 -0.8
H 1.6 0.0 -0.2
H -0.4 0.3 0.2
H -1.2 -0.7 -1.2
H 0.1 -0.2 -0.1
H 0.8 -0.4 -0.5
H 0.1 0.0 0.3
H 0.0 -0.1 0.0
C 1.7 -0.1 1.9
S 0.9 -0.6 0.0
O -0.1 1.0 0.1
C -0.6 1.7 -0.7
H -0.5 0.5 -0.2
H 0.2 -0.4 -0.3
H -1.2 -0.5 -1.0
H -0.2 -0.4 1.0
H -0.2 0.3 -0.8
H 0.1 -1.6 -0.1
C 0.2 -0.6 1.7
S -0.3 1.4 0.6
O -0.3 -0.4 -0.3
C -1.7 0.4 -1.4
H -0.3 0.1 -0.3
H 0.1 0.2 -0.6
H 0.0 0.1 -0.4
H -0.1 0.2 -0.2
H 1.4 -1.6 -0.1
H 0.8 0.4 0.8